C37H43FKN7O5S as an isolated structure, computed with the ωB97M-V functional and the def2-TZVPD basis.

```
95
Properties=species:S:1:pos:R:3:mulliken_charge:R:1
K 1.705 0.777 -1.902 0.98
F -2.861 -2.582 1.219 -0.45
C -2.996 -1.281 0.836 0.29
C -2.313 -0.819 -0.251 -1.02
C -2.424 0.525 -0.606 0.26
C -1.560 1.023 -1.701 1.11
O -0.894 0.227 -2.359 -0.95
C -1.577 2.462 -1.882 0.26
C -2.474 3.194 -1.191 -0.39
N -3.341 2.705 -0.241 0.26
C -4.177 3.616 0.488 -0.26
C -4.988 4.600 -0.294 -0.91
C -5.666 3.448 0.392 -0.45
C -3.252 1.381 0.131 0.41
C -3.929 0.883 1.255 -0.55
C -3.787 -0.438 1.619 -0.79
N -4.360 -0.888 2.860 0.23
C -5.273 -2.012 2.736 -0.27
C -5.953 -2.259 4.067 -0.89
N -4.893 -2.531 5.104 -0.11
C -3.919 -1.383 5.202 -1.29
C -3.313 -1.165 3.836 -0.69
C -0.593 3.232 -2.778 0.08
O -1.097 3.970 -3.632 -0.67
O 0.614 3.068 -2.475 -0.68
H -1.641 -1.452 -0.814 0.53
H -2.549 4.258 -1.371 0.59
H -3.770 3.948 1.438 0.40
H -4.909 4.560 -1.371 0.34
H -5.100 5.591 0.119 0.25
H -6.021 2.642 -0.235 0.23
H -6.258 3.640 1.276 0.31
H -4.534 1.526 1.875 0.50
H -4.772 -2.933 2.404 0.35
H -6.041 -1.772 2.000 0.43
H -6.615 -3.123 4.035 0.44
H -6.498 -1.380 4.407 0.36
H -4.375 -3.369 4.831 0.40
H -5.318 -2.721 6.010 0.34
H -3.166 -1.646 5.943 0.46
H -4.492 -0.518 5.534 0.36
H -2.711 -2.042 3.555 0.48
H -2.633 -0.316 3.886 0.77
C 2.751 -3.922 3.753 -1.06
C 1.563 -4.008 2.800 -0.68
N 0.979 -2.717 2.463 0.25
C -0.175 -2.282 3.212 -0.33
C 0.160 -1.534 4.500 -1.11
C 1.577 -1.913 1.511 0.47
S 0.926 -0.360 1.196 -0.49
N 2.685 -2.445 1.014 -0.14
C 3.293 -2.022 -0.114 -0.29
O 2.798 -1.432 -1.071 -0.67
C 4.759 -2.369 -0.197 0.25
C 5.332 -3.375 0.571 -0.07
C 6.685 -3.660 0.449 -0.72
C 7.475 -2.924 -0.423 -0.37
C 6.908 -1.907 -1.181 -0.52
C 5.554 -1.638 -1.077 -0.30
H 3.182 -4.914 3.905 0.32
H 2.461 -3.526 4.727 0.34
H 3.513 -3.274 3.324 0.22
H 0.767 -4.615 3.241 0.42
H 1.880 -4.493 1.878 0.48
H -0.775 -3.176 3.432 0.35
H -0.751 -1.625 2.559 -0.29
H 0.728 -2.155 5.193 0.33
H -0.752 -1.206 5.012 0.36
H 0.747 -0.649 4.254 0.20
H 4.706 -3.928 1.258 0.38
H 7.126 -4.453 1.039 0.39
H 8.533 -3.140 -0.509 0.37
H 7.528 -1.324 -1.851 0.38
H 5.082 -0.850 -1.655 0.51
C 5.718 0.865 -4.291 -0.90
C 4.672 1.789 -3.712 0.67
O 4.239 1.606 -2.584 -0.70
N 4.306 2.834 -4.493 -0.12
C 3.171 3.693 -4.199 -0.74
C 2.011 3.455 -5.138 0.72
C 1.322 4.519 -5.698 -0.66
C 0.237 4.258 -6.516 -0.39
C -0.110 2.943 -6.760 -0.37
C 0.647 1.947 -6.164 -0.35
N 1.684 2.185 -5.370 -0.27
H 5.407 -0.164 -4.118 0.26
H 6.653 1.026 -3.754 0.24
H 5.889 1.023 -5.355 0.34
H 4.590 2.791 -5.457 0.24
H 3.483 4.738 -4.251 0.23
H 2.829 3.488 -3.184 0.32
H 1.616 5.535 -5.470 0.33
H -0.334 5.071 -6.945 0.38
H -0.956 2.687 -7.382 0.39
H 0.402 0.901 -6.322 0.36
```

Strongest force on any atom in eV/A: 0.23
Lowest unoccupied orbital energy in eV: -1.519
HOMO energy in eV: -6.54
2S+1: 1
Frontier orbital gap in eV: 5.023
Relative energy (zero: lowest compared OMol25 entry of this formula, charge and spin) in kcal per mole: 0.0
Total energy in eV: -89613.8603

---

A 8-piece molecular cluster, C48H73ClN8O4P overall in a non-equilibrium geometry, computed with the ωB97M-V functional and the def2-TZVPD basis.

```
135
Properties=species:S:1:pos:R:3:mulliken_charge:R:1
C -2.125 -2.664 1.848 -1.07
C -1.989 -1.816 0.783 -0.55
C -1.072 -2.315 -0.261 0.64
O 0.018 -1.765 -0.416 -0.20
O -1.443 -3.429 -0.900 -0.39
C -0.358 -4.245 -1.364 -0.47
C -0.090 -4.066 -2.842 0.03
C 0.997 -5.028 -3.322 -0.99
C 2.451 -4.531 -3.100 -0.99
C 2.567 -3.376 -2.098 1.47
C 3.950 -2.705 -2.174 -1.32
P 4.176 -1.488 -0.864 0.83
C 3.970 0.132 -1.540 -1.07
C 2.773 0.216 -2.512 1.75
C 2.121 1.588 -2.351 -0.53
C 0.963 1.918 -3.321 -0.43
C 0.682 0.922 -4.447 -1.20
C -0.287 -0.213 -4.067 0.76
C -1.681 0.306 -3.704 -1.05
C -1.860 0.615 -2.196 -0.54
C 3.077 -1.778 0.497 -0.12
C 3.271 -0.754 1.651 0.36
C 2.212 0.360 1.612 -1.09
Cl 3.166 -1.671 3.172 -0.20
O 5.642 -1.661 -0.250 -0.47
N 6.749 -2.138 -1.213 0.19
O 6.908 -1.390 -2.051 -0.07
H -1.881 -2.299 2.842 0.27
H -2.525 -3.670 1.748 0.36
H -2.528 -0.885 0.621 0.51
H 0.514 -4.035 -0.753 0.22
H -0.662 -5.280 -1.202 0.43
H -1.031 -4.267 -3.358 0.55
H 0.155 -3.031 -3.074 -0.30
H 0.857 -5.181 -4.393 0.35
H 0.843 -6.010 -2.872 0.36
H 3.041 -5.358 -2.700 0.31
H 2.915 -4.235 -4.040 0.48
H 2.453 -3.769 -1.091 0.00
H 1.822 -2.616 -2.307 -0.77
H 4.050 -2.190 -3.133 0.46
H 4.714 -3.483 -2.138 0.92
H 4.912 0.419 -2.010 0.51
H 3.821 0.828 -0.709 0.60
H 2.083 -0.606 -2.334 -1.56
H 3.194 0.152 -3.516 0.15
H 2.919 2.321 -2.487 0.45
H 1.779 1.689 -1.318 -0.22
H 0.063 2.096 -2.740 0.02
H 1.213 2.875 -3.783 0.49
H 1.596 0.538 -4.905 0.22
H 0.179 1.485 -5.238 0.60
H -0.366 -0.856 -4.949 0.47
H 0.115 -0.836 -3.263 -0.84
H -2.406 -0.466 -3.969 0.44
H -1.945 1.177 -4.304 0.35
H -0.937 0.393 -1.662 -0.31
H -2.705 0.091 -1.750 0.46
H -2.015 1.687 -2.058 0.42
H 2.074 -1.635 0.078 -0.90
H 3.182 -2.804 0.839 0.85
H 4.268 -0.321 1.587 0.38
H 1.757 0.471 2.593 0.60
H 2.651 1.319 1.339 0.31
H 1.404 0.120 0.921 -0.02
N -1.739 4.980 1.206 0.22
C -1.972 3.674 1.540 -0.60
C -1.007 2.913 0.935 0.05
C -0.158 3.799 0.214 -0.35
C -0.635 5.066 0.403 -0.70
H -2.298 5.757 1.506 0.21
H -2.799 3.398 2.169 0.06
H -0.920 1.840 0.999 0.57
H 0.703 3.537 -0.379 0.43
H -0.282 6.012 0.032 0.12
N -4.818 -5.714 3.462 -0.01
C -4.445 -6.636 4.400 -0.50
C -3.979 -5.958 5.494 -0.61
C -4.078 -4.569 5.205 -0.25
C -4.600 -4.451 3.945 -0.78
H -5.196 -5.930 2.559 0.21
H -4.544 -7.691 4.213 0.40
H -3.611 -6.405 6.401 0.38
H -3.801 -3.752 5.850 0.46
H -4.836 -3.584 3.356 0.72
N -6.060 2.653 4.831 0.07
C -6.286 1.345 5.156 -0.94
C -5.304 0.593 4.574 -0.60
C -4.456 1.481 3.859 0.13
C -4.947 2.746 4.043 -0.71
H -6.629 3.426 5.121 0.17
H -7.120 1.061 5.774 0.38
H -5.212 -0.475 4.647 0.57
H -3.588 1.219 3.276 0.49
H -4.606 3.700 3.681 0.36
N 6.743 1.352 -5.786 0.01
C 5.986 1.875 -6.796 -0.50
C 4.879 1.087 -6.948 -0.77
C 4.968 0.043 -5.987 0.01
C 6.133 0.236 -5.283 -0.81
H 7.615 1.729 -5.465 0.20
H 6.298 2.760 -7.322 0.41
H 4.093 1.238 -7.668 0.41
H 4.260 -0.757 -5.837 0.60
H 6.578 -0.322 -4.477 0.48
N -0.515 8.820 -0.875 0.07
C -1.148 9.800 -1.591 -0.46
C -0.215 10.401 -2.391 -0.42
C 1.030 9.758 -2.149 -0.48
C 0.813 8.787 -1.210 -0.35
H -0.957 8.223 -0.205 0.16
H -2.202 9.984 -1.472 0.36
H -0.402 11.212 -3.073 0.39
H 1.975 9.985 -2.612 0.39
H 1.485 8.081 -0.753 0.34
N 3.684 -2.174 7.925 -0.01
C 3.875 -2.553 6.624 -0.28
C 4.939 -3.414 6.590 -0.23
C 5.407 -3.561 7.925 -0.54
C 4.611 -2.784 8.723 -0.47
H 2.974 -1.543 8.245 0.19
H 3.241 -2.182 5.840 0.23
H 5.338 -3.887 5.709 0.40
H 6.231 -4.167 8.259 0.39
H 4.627 -2.616 9.786 0.38
N -8.506 1.561 1.171 0.02
C -8.398 1.010 -0.076 -0.42
C -7.374 0.102 -0.042 -0.89
C -6.847 0.109 1.280 0.10
C -7.568 1.019 2.006 -0.72
H -9.175 2.260 1.434 0.18
H -9.055 1.306 -0.876 0.39
H -7.041 -0.499 -0.871 0.41
H -6.032 -0.486 1.657 0.62
H -7.485 1.316 3.040 0.36
```

Strongest force on any atom in eV/A: 1.97
Lowest unoccupied orbital energy in eV: -4.381
HOMO energy in eV: -9.45
2S+1: 1
Net charge: +1
Frontier orbital gap in eV: 5.065
Total energy in eV: -92870.2033